(1)
Computed, not measured: C36H37AuNOP2SSi as an isolated structure, with ωB97M-V/def2-TZVPD.

frontier orbital gap	6.82	eV
E_HOMO	-10.17	eV
largest force on an atom	1.4	eV Å⁻¹
ΔE to the lowest compared entry with this formula, charge and spin	10.0	kcal per mole
lowest unoccupied orbital energy	-3.35	eV
total energy	-82445.77235	eV
charge	+1

Last column: Mulliken charge in e.
Element x y z (Å)
Au (-0.53668, 0.91780, -0.46341)  0.801
S (-1.55570, 2.94085, -1.55926)  -0.392
P (-0.08356, -1.39423, 0.38568)  1.674
P (-1.91274, 1.22472, 1.32860)  0.608
Si (4.06609, -1.71685, -2.00876)  -0.129
O (0.79790, 1.19927, -2.12453)  -0.516
N (0.87836, 2.45729, -2.58432)  0.202
C (1.24747, 4.96987, -3.60670)  -0.224
C (1.35054, -1.27938, -0.70762)  -0.250
C (2.33376, -3.47569, 3.00798)  -0.788
C (-5.51790, 2.44615, -0.02629)  -0.760
C (-2.39125, -0.43781, 1.83441)  -1.224
C (5.37656, -0.51771, -1.47561)  -0.941
C (0.47341, 3.04268, 4.78473)  -0.524
C (-0.10409, 3.37620, -2.38613)  0.585
C (-3.55024, 3.43767, 1.67848)  -0.615
C (1.61916, -2.47278, 2.36783)  -0.445
C (4.43162, -3.44145, -1.43880)  -0.994
C (-3.16021, -3.22472, -2.51559)  -0.649
C (2.21801, 3.98483, -3.79913)  -0.718
C (0.78404, -4.07603, 0.78229)  -0.451
C (3.71937, -1.61473, -3.82906)  -0.860
C (-3.39912, 2.19042, 1.08009)  0.605
C (-1.29751, -2.13901, -0.74937)  0.958
C (2.47559, -1.25343, -1.16788)  -0.007
C (2.25950, -4.78399, 2.54916)  -0.603
C (1.48821, -5.08044, 1.43419)  -0.749
C (-2.26262, -3.03554, -0.29282)  -0.360
C (0.91864, 3.20244, 3.48023)  -0.717
C (-3.18367, -3.58213, -1.17443)  -0.827
C (-2.20287, -2.33342, -2.97950)  -0.743
C (-4.37512, 1.70142, 0.21071)  -0.245
C (-0.97338, 1.94087, 2.68644)  0.353
C (2.00964, 2.74576, -3.26677)  -0.231
C (-4.69971, 4.17676, 1.43755)  -0.738
C (-1.26687, -1.80054, -2.10498)  -0.686
C (-1.13115, -1.24689, 1.98833)  -1.509
C (0.11055, 4.66345, -2.90157)  -0.789
C (0.19877, 2.65070, 2.42961)  -0.277
C (-1.42350, 1.79450, 3.99920)  -0.072
C (-5.67931, 3.68179, 0.58920)  -0.495
C (-0.69677, 2.34052, 5.04431)  -0.761
C (0.82786, -2.76898, 1.25945)  0.226
H (1.39126, 5.96511, -4.00561)  0.394
H (1.43952, -6.09725, 1.06504)  0.436
H (2.94874, -3.23642, 3.86630)  0.438
H (5.17239, 0.48153, -1.86760)  0.271
H (-1.04445, 2.22076, 6.06191)  0.423
H (3.60280, -4.11177, -1.67749)  0.288
H (-2.29334, -3.32565, 0.74969)  0.408
H (1.70129, -1.45223, 2.72778)  0.427
H (-1.31047, -2.27766, 2.28111)  0.746
H (-6.57120, 4.26473, 0.39825)  0.393
H (3.12865, 4.17727, -4.34695)  0.444
H (1.03811, 3.46839, 5.60403)  0.404
H (4.58305, -3.46467, -0.35682)  0.286
H (-2.17682, -2.05830, -4.02592)  0.456
H (-4.82712, 5.14234, 1.90829)  0.418
H (2.80009, -5.57004, 3.06023)  0.417
H (5.33427, -3.82953, -1.91849)  0.361
H (-0.50216, -1.12946, -2.48271)  0.352
H (6.36008, -0.82735, -1.83795)  0.342
H (0.20598, -4.31340, -0.10297)  0.411
H (1.82806, 3.75269, 3.27853)  0.436
H (2.82906, -2.19563, -4.07980)  0.300
H (-3.91615, -4.29293, -0.81399)  0.451
H (-0.47452, -0.80147, 2.73718)  0.758
H (4.55287, -1.99206, -4.42638)  0.378
H (5.42353, -0.45393, -0.38636)  0.315
H (2.70312, 1.92235, -3.33862)  0.351
H (-2.34193, 1.25831, 4.20794)  0.373
H (-0.65959, 5.40009, -2.72480)  0.434
H (-6.27924, 2.06908, -0.69596)  0.429
H (-4.23887, 0.74921, -0.29059)  0.349
H (0.54644, 2.77298, 1.41112)  0.316
H (-2.96798, -0.38787, 2.75967)  0.677
H (-3.03583, -0.84421, 1.05240)  0.525
H (3.53626, -0.57666, -4.11754)  0.216
H (-2.77874, 3.82622, 2.33023)  0.431
H (-3.88823, -3.64278, -3.19906)  0.420

---

(2)
Computed, not measured: C32H32BrN2O2S2Tl as an isolated structure, with ωB97M-V/def2-TZVPD.

frontier orbital gap	3.68	eV
E_HOMO	-0.25	eV
largest force on an atom	3.4	eV Å⁻¹
ΔE to the lowest compared entry with this formula, charge and spin	35.7	kcal per mole
lowest unoccupied orbital energy	3.43	eV
total energy	-137183.71285	eV
charge	-2

Last column: Mulliken charge in e.
Element x y z (Å)
Tl (-2.03795, 0.12724, 0.31077)  0.331
Br (-0.08134, 1.75070, 3.10677)  -0.150
S (-3.51175, -1.29140, -1.42222)  -0.503
S (-4.77952, -0.13692, 1.38919)  -0.527
O (-0.80929, -2.50185, 1.01978)  -0.651
O (-1.62383, -4.50156, -0.12931)  -0.662
N (1.50128, -2.02934, 1.17790)  -0.133
N (1.11216, -0.75847, 1.58360)  0.019
C (1.90858, 4.10813, -2.67568)  -1.908
C (4.92815, 2.98191, 3.45832)  -0.787
C (-5.23757, -4.51306, 0.30760)  -0.578
C (2.01740, -4.62047, 0.11282)  -0.459
C (-3.11194, 2.78470, -3.10578)  0.589
C (1.08119, -6.83455, -0.13724)  -0.059
C (-4.53916, -3.69427, -0.56900)  -0.538
C (1.90242, -0.17892, 2.43114)  -0.778
C (1.72477, 1.15722, 2.93839)  0.377
C (4.59723, 1.09512, 1.93406)  -0.567
C (0.82121, 4.76505, -0.51479)  -1.306
C (-0.79110, 3.40112, -3.55173)  -0.435
C (2.66084, 2.08547, 3.22494)  -0.950
C (-0.44272, 3.38900, -2.18466)  0.574
C (-5.16909, -1.67129, 0.75147)  0.334
C (-2.09273, 3.14629, -3.98452)  -0.980
C (6.82777, 2.02954, 2.29109)  -0.498
C (4.05585, 2.01401, 2.88775)  1.178
C (-6.02306, -3.90220, 1.34633)  -0.333
C (-2.75292, 2.73302, -1.69834)  -0.861
C (6.24372, 2.98024, 3.16624)  -0.385
C (2.18602, -6.01175, -0.03733)  -0.895
C (-0.40369, -4.95828, -0.11980)  0.376
C (5.95970, 1.07421, 1.65557)  -0.488
C (-4.50105, 2.61991, -3.61550)  -1.183
C (0.72350, -4.07888, 0.09162)  0.250
C (-0.20312, -6.36073, -0.21955)  -0.755
C (-4.47728, -2.27454, -0.41695)  0.360
C (0.89730, 3.72293, -1.59948)  1.564
C (-1.51540, 3.16776, -1.28866)  -0.539
C (-6.00334, -2.54603, 1.55330)  -0.629
C (0.42215, -2.62709, 0.36253)  0.563
H (2.40461, 3.00410, 3.78188)  0.221
H (6.41053, 0.31928, 0.97635)  0.343
H (1.85114, 5.09834, -0.24790)  0.380
H (1.31756, 2.79946, -1.13320)  0.044
H (-1.32342, 3.28122, -0.20880)  0.104
H (2.03717, 3.34672, -3.45430)  0.402
H (0.42100, -2.09266, -0.62274)  -0.004
H (1.63000, 5.11005, -3.09061)  0.338
H (-5.20803, -5.58544, 0.24753)  0.337
H (-2.30208, 3.12011, -5.03594)  0.274
H (-4.61025, 2.95438, -4.66609)  0.343
H (3.18629, -6.38280, -0.24725)  0.286
H (6.88848, 3.69553, 3.67776)  0.317
H (-1.12033, -6.97501, -0.33323)  0.342
H (4.44947, 3.67506, 4.11784)  0.345
H (-5.25739, 3.23003, -3.02070)  0.286
H (0.34731, 4.37079, 0.40922)  0.290
H (2.86863, -3.95647, 0.16438)  0.144
H (-6.58152, -4.42821, 2.10559)  0.281
H (-4.83453, 1.56197, -3.48688)  0.251
H (-3.49614, 2.48691, -0.96898)  0.630
H (7.89649, 1.95756, 2.17262)  0.369
H (-3.88836, -4.10707, -1.31969)  0.247
H (3.92646, 0.49184, 1.33600)  0.560
H (2.88390, 4.16140, -2.13876)  0.467
H (0.17014, 5.64959, -0.74019)  0.320
H (-1.37396, -3.24183, 0.48807)  0.380
H (1.25655, -7.94406, -0.16776)  0.238
H (-6.63729, -2.03615, 2.32433)  0.235
H (-0.05828, 3.70780, -4.26411)  0.358
H (2.45467, -2.17085, 0.71314)  0.294
H (2.82777, -0.74355, 2.80179)  0.604

---

(3)
Computed, not measured: the molecule C18H22FN3O, with ωB97M-V/def2-TZVPD.

frontier orbital gap	8.61	eV
E_HOMO	-8.04	eV
largest force on an atom	4.5	eV Å⁻¹
ΔE to the lowest compared entry with this formula, charge and spin	68.2	kcal per mole
lowest unoccupied orbital energy	0.57	eV
total energy	-28256.40570	eV

Last column: Mulliken charge in e.
Element x y z (Å)
F (-5.54412, 3.64783, 1.24152)  -0.313
O (-1.84620, -2.53545, -0.97989)  -0.643
N (-0.69671, -1.29985, 0.57043)  0.220
N (1.78352, -1.30324, 1.94822)  0.350
N (-3.06709, -1.22168, 0.44888)  -0.094
C (-4.79766, 2.53902, 1.20738)  0.475
C (-3.03079, 1.28966, 0.10931)  -0.269
C (-4.59151, 0.22273, 1.61879)  -0.505
C (0.58171, -1.20078, -0.28885)  0.007
C (-0.65647, -0.82100, 2.01179)  -0.513
C (3.07801, -1.28699, 0.13022)  -0.439
C (3.52404, -1.84866, 3.79806)  -1.476
C (-1.86641, -1.72257, -0.07396)  0.202
C (0.49741, 0.09243, -1.09484)  -0.938
C (-3.61558, 2.53951, 0.46026)  -0.945
C (3.94057, -1.37725, 1.35467)  -0.779
C (0.87897, 2.56056, -1.44851)  -1.654
C (-3.50518, 0.12689, 0.81278)  0.614
C (0.52848, -1.34603, 2.75222)  -0.700
C (3.08535, -1.38299, 2.43709)  0.382
C (1.83338, -1.23292, 0.55152)  -0.326
C (0.68346, 1.47398, -0.37240)  0.011
C (-5.32517, 1.36483, 1.80466)  -0.821
H (4.99891, -1.51222, 1.35386)  0.431
H (-0.60232, 0.26494, 2.12898)  0.180
H (-3.41890, 3.50805, 0.12925)  0.459
H (-2.19566, 1.25447, -0.54990)  0.579
H (0.22409, 2.26855, -2.27294)  0.340
H (1.91916, 2.51474, -1.75625)  0.383
H (-1.55943, -1.15201, 2.52138)  0.495
H (1.61977, 1.62712, 0.23280)  0.265
H (2.81164, -2.53459, 4.27985)  0.300
H (1.30677, -0.09301, -1.88530)  0.499
H (0.45749, -2.40619, 3.09840)  0.317
H (3.45990, -1.36858, -0.94972)  0.308
H (3.72440, -1.04814, 4.37363)  0.365
H (-6.16823, 1.39637, 2.36966)  0.538
H (0.57256, -2.16791, -0.99756)  0.321
H (4.51125, -2.36989, 3.84390)  0.362
H (-0.36820, 0.13459, -1.82883)  0.502
H (-3.81494, -1.96075, 0.57858)  0.266
H (-4.86086, -0.74192, 2.15271)  0.235
H (0.62218, 3.50239, -1.09932)  0.469
H (0.71725, -0.55222, 3.55023)  0.338
H (-0.12486, 1.60322, 0.33123)  0.205

---

(4)
Computed, not measured: a 2-piece molecular cluster, C3H7ClNS overall, with ωB97M-V/def2-TZVPD.

frontier orbital gap (alpha / beta)	8.68 / 8.68	eV
E_HOMO (alpha / beta)	-13.54 / -13.54	eV
largest force on an atom	3.6	eV Å⁻¹
ΔE to the lowest compared entry with this formula, charge and spin	41.9	kcal per mole
lowest unoccupied orbital energy (alpha / beta)	-4.86 / -4.86	eV
total energy	-28062.40800	eV
charge	+1

Last column: Mulliken charge in e.
Element x y z (Å)
Cl (2.63521, -0.98662, 0.55978)  -0.135
S (-0.75018, 1.58267, 1.08021)  -0.279
N (-1.77120, -0.29899, -0.86035)  -0.156
C (0.48090, 0.65567, 0.73116)  0.240
C (-0.49379, -0.88791, -0.85735)  -0.779
C (1.87468, 0.56788, 1.05498)  -0.239
H (0.18038, -0.66232, -1.65984)  0.369
H (2.41107, 1.36801, 0.52928)  0.299
H (-0.33322, -1.77892, -0.28313)  0.387
H (-1.75146, 0.58237, -0.11299)  0.176
H (2.04356, 0.69482, 2.13068)  0.354
H (-2.01915, 0.09942, -1.77037)  0.383
H (-2.50681, -0.93607, -0.54207)  0.381

---

(5)
Computed, not measured: an isolated ion of composition C7H16FN2 and charge +1, with ωB97M-V/def2-TZVPD.

frontier orbital gap	9.34	eV
E_HOMO	-12.88	eV
largest force on an atom	2.4	eV Å⁻¹
ΔE to the lowest compared entry with this formula, charge and spin	12.8	kcal per mole
lowest unoccupied orbital energy	-3.54	eV
total energy	-13208.92063	eV
charge	+1

Last column: Mulliken charge in e.
Element x y z (Å)
F (1.57269, 2.40743, -0.05948)  -0.370
N (-1.93810, -0.87869, -0.80323)  0.047
N (-0.88590, 1.45818, 0.57429)  -0.516
C (-2.09200, 0.81849, 1.13710)  -0.592
C (-2.39334, -0.62511, 0.60086)  -0.649
C (1.42203, 1.08106, -0.42457)  0.114
C (0.05962, 0.47513, 0.04554)  0.328
C (2.56152, -1.25737, -0.09085)  -0.947
C (2.67370, 0.29976, 0.07684)  -0.533
C (-0.64863, -0.20846, -1.17595)  -1.117
H (0.28065, -0.27448, 0.84886)  0.245
H (2.81057, 0.54432, 1.15733)  0.291
H (-1.78063, -1.88946, -0.88225)  0.393
H (2.01138, -1.57705, -1.00380)  0.191
H (-0.92132, 0.62846, -1.86356)  0.362
H (0.03902, -0.85587, -1.76192)  0.314
H (1.42490, 1.06700, -1.54288)  0.284
H (-0.45278, 2.09775, 1.23019)  0.308
H (-2.66867, -0.64233, -1.47587)  0.404
H (2.11781, -1.67575, 0.83885)  0.302
H (-2.98260, 1.48296, 1.06628)  0.423
H (3.58145, -1.69803, -0.17367)  0.346
H (3.58425, 0.65642, -0.45507)  0.388
H (-1.91351, 0.69602, 2.23905)  0.276
H (-1.96115, -1.38522, 1.27614)  0.353
H (-3.50097, -0.74516, 0.62176)  0.358